# 1
{
  "formula": "C9H28Be2O13Ti",
  "method": "wB97M-V/def2-TZVPD",
  "species": ["Ti", "Be", "Be", "C", "O", "O", "O", "C", "O", "O", "O", "C", "O", "H", "H", "H", "H", "C", "O", "H", "H", "H", "H", "C", "O", "H", "H", "H", "H", "C", "O", "H", "H", "H", "H", "C", "O", "H", "H", "H", "H", "C", "O", "H", "H", "H", "H", "C", "O", "H", "H", "H", "H"],
  "xyz": [[0.514861, -1.624848, 2.552938], [2.497246, 0.875362, 0.471162], [-0.938427, 1.835624, 2.428040], [-0.303639, -0.094401, 0.243046], [0.628584, -0.896847, 0.283150], [-1.228797, -0.165560, 1.123404], [0.013510, 1.106740, -0.070490], [1.414811, 0.948368, 3.193640], [0.328904, 0.627042, 3.785423], [2.278363, 0.132411, 2.782720], [1.195965, 1.887699, 2.327006], [-2.372562, -2.736909, 3.375313], [-1.615745, -2.537217, 2.156658], [-2.142390, -3.706415, 3.814663], [-2.164764, -2.006827, 4.159239], [-3.439085, -2.746808, 3.154980], [-1.691607, -1.684417, 1.706176], [2.074611, -0.371041, -2.644030], [2.940721, 0.585261, -2.021003], [2.364674, -0.606927, -3.667974], [1.999764, -1.360911, -2.191398], [1.042837, -0.019170, -2.645369], [3.661811, 0.766444, -2.629178], [4.799235, -2.696385, 0.539864], [3.556368, -1.985014, 0.385050], [4.946971, -2.862988, 1.609495], [4.727821, -3.697269, 0.114418], [5.685304, -2.156211, 0.215498], [2.843896, -2.562041, 0.670467], [-0.589104, -3.942516, -0.806259], [0.688217, -3.625331, -1.276985], [-1.444922, -3.322491, -1.099688], [-0.950249, -4.861209, -1.267890], [-0.608565, -3.862077, 0.282390], [0.901508, -2.727958, -0.999934], [-1.506136, 4.988205, 0.703082], [-0.748826, 3.782211, 0.888909], [-0.762672, 5.775944, 0.576129], [-2.115654, 4.931266, -0.197337], [-2.079099, 5.204509, 1.602054], [-0.527125, 3.405592, 0.024950], [-0.859889, 3.224531, -2.819422], [0.184149, 3.215809, -1.863009], [-1.113107, 4.271454, -3.006633], [-0.598280, 2.860557, -3.813336], [-1.814826, 2.879286, -2.419359], [0.146947, 2.410187, -1.333875], [-3.501833, 0.398531, -1.674693], [-3.374934, 1.391607, -0.660100], [-4.475588, 0.076900, -2.037033], [-2.880500, 0.755066, -2.501788], [-2.893510, -0.472569, -1.414887], [-2.695245, 0.995753, -0.108195]],
  "atomic_forces_ev_per_a": [[-0.35, 2.36, -1.19], [-1.33, -0.27, 0.36], [4.54, -0.88, -1.76], [2.33, 6.15, 2.52], [2.68, -4.99, 0.23], [-3.08, -0.67, 2.34], [-0.47, 0.30, -1.97], [-2.49, 0.34, -5.94], [-2.23, -1.77, 2.07], [1.53, -2.77, 1.36], [-1.13, 2.81, -0.08], [-0.51, 0.00, -0.09], [1.80, -1.18, 1.50], [0.28, -0.10, -0.44], [0.05, 0.36, -0.22], [0.04, 0.18, -0.04], [-1.06, 1.04, -0.34], [-0.72, -0.53, -0.55], [-0.52, -0.63, 0.43], [0.12, 0.46, -0.08], [0.71, 0.21, 0.68], [0.11, 0.45, -0.08], [0.14, 0.11, 0.20], [-0.49, -0.72, 1.37], [0.41, 0.57, -0.37], [0.19, 0.03, 0.12], [0.18, 0.18, -0.48], [-0.52, 0.28, -0.52], [0.13, -0.21, -0.25], [-1.17, 0.24, 0.15], [0.28, 0.24, -0.46], [0.47, 0.98, -0.40], [0.70, -0.58, 0.68], [-0.17, -0.89, 0.12], [-0.09, 0.14, -0.03], [0.74, 0.26, -0.19], [-0.72, -1.27, 1.51], [-0.20, 0.21, -0.04], [-0.23, -0.05, 0.21], [-0.13, -0.17, -0.15], [0.13, 0.04, -0.23], [-0.69, 1.52, 0.02], [-0.04, 0.13, 0.19], [0.32, 0.22, -0.01], [0.10, -0.68, 0.27], [0.16, -0.82, -0.10], [0.09, -0.60, -0.36], [2.10, -0.09, -0.98], [-0.64, -0.53, 0.24], [-0.25, 0.50, 0.55], [-0.61, 0.16, -0.60], [-0.54, -0.45, 0.41], [0.03, 0.40, 0.42]],
  "mulliken_spin": [2.0298, 0.0457, 0.0955, 0.5394, 0.1476, -0.0116, 0.0958, 0.0865, 0.0046, -0.0029, -0.0572, 0.0019, 0.0074, -0.0005, 0.0054, 0.0004, -0.0060, 0.0006, 0.0139, 0.0000, -0.0018, -0.0022, 0.0078, 0.0028, 0.0077, -0.0003, 0.0011, 0.0008, -0.0061, 0.0004, 0.0022, 0.0005, 0.0002, 0.0044, 0.0098, -0.0019, -0.0047, 0.0007, 0.0000, -0.0005, -0.0044, -0.0011, 0.0041, 0.0003, -0.0003, 0.0006, -0.0089, -0.0014, -0.0019, 0.0000, -0.0004, -0.0011, -0.0028],
  "orbital_gap_ev": [4.058, 6.827],
  "homo_energy_ev": [-9.76, -12.59],
  "spin_multiplicity": 4,
  "charge": 1,
  "s2": 3.756
}

# 2
{
  "formula": "C9H6F3N2O5S2",
  "method": "wB97M-V/def2-TZVPD",
  "species": ["C", "N", "O", "O", "H", "H", "F", "C", "F", "F", "S", "N", "C", "O", "C", "C", "C", "C", "C", "C", "S", "O", "O", "H", "H", "H", "H"],
  "xyz": [[1.455929, 1.389121, 0.877534], [0.864044, 2.183442, -0.392458], [1.582425, 2.195216, -1.405454], [-0.231236, 2.726691, -0.278249], [1.445676, 2.208770, 1.612687], [2.452847, 1.103271, 0.588691], [3.454531, 4.371316, 6.873663], [3.748618, 4.650818, 5.583836], [2.796603, 5.457163, 5.073579], [4.968510, 5.311306, 5.545149], [4.051538, 3.129248, 4.471603], [2.520157, 2.289100, 3.900942], [1.137417, 2.568686, 3.961706], [0.571294, 3.626001, 4.249250], [0.471223, 1.341868, 3.482819], [1.372890, 0.344917, 3.141803], [0.979508, -0.646349, 2.234025], [0.445048, 0.114128, 1.097745], [-0.859260, 0.698442, 1.620309], [-0.835643, 1.286322, 2.846241], [3.076271, 0.825348, 3.181338], [3.737415, 1.151803, 1.922100], [3.823085, 0.033883, 4.102599], [1.154067, -1.690128, 2.385980], [0.395743, -0.439188, 0.140507], [-1.816984, 0.662961, 1.088440], [-1.719320, 1.738774, 3.342460]],
  "atomic_forces_ev_per_a": [[-2.64, 0.55, -3.30], [1.02, -0.56, 0.44], [-1.32, 0.16, 0.99], [1.20, -0.48, -0.52], [-0.16, -0.75, -0.42], [-0.48, -0.01, -0.41], [0.28, 0.40, -1.12], [-0.19, -0.48, -1.05], [1.00, -0.50, 0.82], [-1.57, -0.83, 0.26], [-1.13, 0.84, 0.32], [2.96, 1.93, 1.08], [-1.76, 0.28, -0.35], [1.68, -1.23, 0.13], [0.80, 0.86, -0.37], [-0.10, -1.18, 0.33], [1.03, 0.07, 0.11], [-0.39, 1.76, -0.59], [-0.86, -0.16, 0.58], [0.19, 0.45, 0.39], [-1.85, -0.04, 0.98], [-0.09, -0.34, 2.08], [0.88, -0.20, 0.46], [0.58, -0.36, -0.70], [-0.24, 0.33, 0.48], [0.43, -0.25, -0.01], [0.71, -0.26, -0.63]],
  "lowdin_charge": [-0.0093, -0.3607, 0.0088, 0.0366, 0.1176, 0.0850, 0.0842, -0.7806, 0.0862, 0.0288, 1.0342, -0.3840, -0.4638, 0.0547, -0.1918, -0.3368, -0.1051, -0.2709, -0.0519, -0.0519, 0.6573, -0.3164, -0.3080, 0.0768, 0.1457, 0.0997, 0.1158],
  "orbital_gap_ev": 6.342,
  "relative_energy_kcal_mol": 52.9,
  "homo_energy_ev": -3.56,
  "charge": -1
}

In eV, the energy values for the records above are, in order, -60309.458; -52464.517.